A single C3H3NOS3 molecule in a non-equilibrium geometry, computed with the ωB97M-V functional and the def2-TZVPD basis.

Structure (XYZ):
```
11
C3H3NOS3 | the OMol25 dataset | the ωB97M-V functional and the def2-TZVPD basis
S 0.741 1.709 -1.595
C 0.558 0.441 -0.605
N 1.660 -0.077 -0.078
O 1.851 -1.184 0.818
C 0.912 -0.981 1.856
S -0.736 -1.237 1.150
C -0.782 -0.024 -0.086
S -2.205 0.465 -0.650
H 2.610 0.218 -0.328
H 1.012 -1.823 2.588
H 1.016 0.007 2.276
```

Structure (SMILES): S=C1NOCSC1=S
F_max in hartree/bohr: 0.0617
Energy above the lowest of the compared OMol25 structures with the same formula, charge and spin in kcal per mole: 58.12
LUMO energy in hartree: -0.055
Orbital gap in eV: 7.2486
Highest occupied orbital energy in Eh: -0.3210

Here are the natural (NBO) charges for atoms 1 to 2, given in e:
1. S -0.04
2. C -0.04